The following is a DFT calculation (the ωB97M-V functional and the def2-TZVPD basis) of a molecular structure, C12H15N2O2S2 at a distorted geometry.

Properties
Multiplicity = 1
Charge = -1
Lowest unoccupied orbital energy = 0.0912 Eh

Element x y z (Å)
C (2.38611, -0.08826, -0.93383)
N (2.30180, -0.50040, 0.46555)
C (2.50112, 0.58964, 1.39709)
C (1.44702, -1.51867, 0.83486)
S (0.28423, -2.15441, -0.17055)
S (1.69792, -2.17164, 2.38507)
H (2.27529, -0.95643, -1.59132)
H (1.59334, 0.65134, -1.17141)
H (3.38313, 0.35236, -1.07134)
H (2.28191, 0.24570, 2.40501)
H (3.53568, 0.93473, 1.37206)
H (1.86180, 1.45237, 1.15042)
C (2.75730, -6.94132, 7.39617)
C (2.76090, -6.42855, 5.98786)
C (1.69414, -6.76784, 5.14024)
C (1.59591, -6.19669, 3.88590)
C (2.59484, -5.31450, 3.39649)
C (2.46180, -4.76951, 2.07420)
C (3.29167, -3.75942, 1.57249)
N (3.35808, -3.71424, 0.13074)
O (4.10013, -2.89063, -0.43519)
O (2.57253, -4.47012, -0.47190)
C (3.68894, -5.02084, 4.25981)
C (3.77782, -5.57325, 5.52991)
H (3.61969, -6.58197, 7.96631)
H (1.85037, -6.62655, 7.93069)
H (2.75770, -8.03689, 7.44384)
H (0.94198, -7.48399, 5.49168)
H (0.77997, -6.44745, 3.20969)
H (1.67388, -5.13219, 1.40834)
H (4.14046, -3.28667, 2.08182)
H (4.46673, -4.38107, 3.84908)
H (4.64304, -5.32487, 6.15594)

Cartesian forces, eV/Å:
-0.1 0.0 0.4
-0.3 0.3 -0.6
0.3 0.1 0.1
-0.2 0.1 0.6
-0.4 0.0 -0.7
-0.8 1.7 0.6
0.0 0.2 0.2
0.3 -0.2 -0.1
-0.2 0.0 -0.1
0.0 0.1 -0.1
0.1 0.0 0.0
-0.1 -0.1 -0.1
0.0 -0.3 0.5
0.1 0.1 0.0
0.3 0.2 0.1
0.5 0.1 -0.5
-0.1 -0.1 1.1
2.1 0.5 -1.0
0.0 -3.0 1.1
-1.4 0.4 -1.5
-0.6 -1.2 0.9
1.7 1.2 0.1
-0.6 -0.2 -0.8
-0.5 -0.1 -0.2
-0.1 0.0 -0.1
0.2 0.1 -0.1
0.1 0.1 -0.1
0.2 0.4 -0.1
0.1 0.0 0.2
0.4 0.1 0.4
-0.6 -0.3 -0.5
0.0 -0.1 0.4
-0.4 -0.2 -0.1

The following is a DFT calculation (the ωB97M-V functional and the def2-TZVPD basis) of a molecular structure, C24H42BCrN11O3S3.

Properties
Multiplicity = 2
Charge = +1
Lowest unoccupied orbital energy (alpha / beta) = -0.1115 / -0.0891 Eh

Element x y z (Å)
Cr (-0.55322, -0.07668, 0.05654)
C (0.98488, -4.07580, 2.00260)
C (1.69007, -4.49298, 0.71968)
C (2.79496, -5.48560, 1.08636)
C (0.66654, -5.12403, -0.22615)
N (2.32753, -3.35421, -0.02440)
C (3.09640, -3.63402, -1.14425)
C (3.47843, -2.46287, -1.67750)
N (2.94790, -1.45369, -0.90259)
B (3.10119, 0.01059, -1.38864)
N (2.15502, 0.26321, -2.60232)
C (2.64171, 0.95457, -3.68937)
C (1.77346, 0.80539, -4.70514)
N (0.73297, 0.01680, -4.24727)
C (0.97132, -0.27066, -2.94164)
S (-0.10163, -1.19827, -1.92523)
C (-0.31638, -0.57375, -5.15066)
C (-0.10798, -0.04005, -6.56629)
C (-0.14195, -2.09169, -5.16696)
C (-1.71201, -0.17253, -4.68888)
N (3.03728, 1.07788, -0.27219)
C (4.14787, 1.26851, 0.51858)
C (3.85242, 2.21424, 1.42390)
N (2.54741, 2.62228, 1.19056)
C (2.05944, 1.89668, 0.15344)
S (0.47941, 1.95101, -0.55914)
C (1.97795, 3.73834, 2.01931)
C (0.55504, 4.13328, 1.64597)
C (2.88023, 4.95934, 1.82210)
C (1.99711, 3.27960, 3.47823)
C (2.23482, -2.00679, 0.09665)
S (1.39603, -1.07143, 1.27572)
H (0.62483, -4.99114, 2.47471)
H (0.13361, -3.43229, 1.80385)
H (1.65234, -3.56548, 2.69413)
H (2.35505, -6.31630, 1.63728)
H (3.54230, -5.00913, 1.72184)
H (3.29566, -5.90159, 0.21368)
H (0.16249, -5.94747, 0.27974)
H (1.13342, -5.51774, -1.12918)
H (-0.08353, -4.38796, -0.52179)
H (3.31373, -4.63707, -1.45685)
H (4.09166, -2.25272, -2.53578)
H (4.21440, 0.08450, -1.84206)
H (3.58212, 1.47330, -3.64874)
H (1.82013, 1.18266, -5.70669)
H (0.85644, -0.33423, -6.98045)
H (-0.21034, 1.04481, -6.61431)
H (-0.88171, -0.47174, -7.19902)
H (0.86439, -2.35475, -5.49710)
H (-0.85577, -2.52419, -5.86830)
H (-0.32027, -2.53119, -4.18765)
H (-1.80142, 0.91423, -4.64554)
H (-1.95040, -0.59550, -3.71847)
H (-2.43849, -0.54430, -5.41183)
H (5.05497, 0.71345, 0.36012)
H (4.45995, 2.64170, 2.19822)
H (0.47842, 4.47580, 0.61700)
H (0.27644, 4.95688, 2.30474)
H (-0.15790, 3.32491, 1.79005)
H (2.90062, 5.25017, 0.77138)
H (3.90250, 4.77950, 2.15192)
H (2.48578, 5.79374, 2.40131)
H (1.36793, 2.39772, 3.61480)
H (1.60869, 4.07770, 4.11035)
H (3.00026, 3.03473, 3.82479)
N (-0.85636, 0.61164, 1.91779)
N (-1.25056, -0.41488, 2.80920)
C (-1.77060, -1.53493, 2.32323)
N (-2.29904, -2.42780, 3.16104)
N (-1.71188, -1.61321, 0.97402)
N (-2.36445, -2.63199, 0.33023)
O (-2.50520, -2.48195, -0.86318)
O (-2.72861, -3.63387, 0.93738)
H (-0.01417, 1.02944, 2.30060)
H (-2.08173, 1.49935, 1.42012)
H (-1.32203, -0.20535, 3.79175)
H (-2.40886, -2.20941, 4.13504)
H (-2.68526, -3.27238, 2.76790)
C (-3.07165, 0.96109, -1.54792)
C (-2.28582, 0.93217, -0.29421)
O (-2.77460, 1.63270, 0.65433)
H (-3.98470, 1.54678, -1.44824)
H (-3.29021, -0.06690, -1.84228)
H (-2.43508, 1.37768, -2.33134)

Cartesian forces, eV/Å:
0.0 0.1 -0.2
0.0 0.0 0.0
0.0 0.0 0.0
0.0 0.0 0.0
0.0 0.0 0.0
0.0 0.0 0.0
0.0 0.0 0.0
0.0 0.0 0.0
0.0 0.0 0.0
0.0 0.0 0.0
0.0 0.0 0.0
0.0 0.0 0.0
0.0 0.0 0.0
0.0 0.0 0.0
0.1 -0.1 0.0
0.0 0.0 0.0
0.0 0.0 0.0
0.0 0.0 0.0
0.0 0.0 0.0
0.0 0.0 0.0
0.0 0.0 0.0
0.0 0.0 0.0
0.0 0.0 0.0
0.0 0.0 0.0
0.0 0.0 0.0
0.0 0.0 0.0
0.0 0.0 0.0
0.0 0.0 0.0
0.0 0.0 0.0
0.0 0.0 0.0
0.0 0.0 0.0
0.0 0.0 0.1
0.0 0.0 0.0
0.0 0.0 0.0
0.0 0.0 0.0
0.0 0.0 0.0
0.0 0.0 0.0
0.0 0.0 0.0
0.0 0.0 0.0
0.0 0.0 0.0
0.0 0.0 0.0
0.0 0.0 0.0
0.0 0.0 0.0
0.0 0.0 0.0
0.0 0.0 0.0
0.0 0.0 0.0
0.0 0.0 0.0
0.0 0.0 0.0
0.0 0.0 0.0
0.0 0.0 0.0
0.0 0.0 0.0
0.0 0.0 0.0
0.0 0.0 0.0
0.0 0.0 0.0
0.0 0.0 0.0
0.0 0.0 0.0
0.0 0.0 0.0
0.0 0.0 0.0
0.0 0.0 0.0
0.0 0.0 0.0
0.0 0.0 0.0
0.0 0.0 0.0
0.0 0.0 0.0
0.0 0.0 0.0
0.0 0.0 0.0
0.0 0.0 0.0
0.0 0.1 0.1
0.0 0.0 0.0
0.0 0.0 0.0
0.0 0.0 0.0
0.0 0.0 0.1
0.1 -0.1 0.0
0.0 0.0 0.0
0.0 0.0 0.0
0.0 0.0 0.0
0.0 -0.1 0.1
0.0 0.0 0.0
0.0 0.0 0.0
0.0 0.0 0.0
0.0 0.0 0.0
0.1 0.0 0.1
0.0 0.1 -0.1
0.0 0.0 0.0
0.0 0.0 0.0
0.0 0.0 0.0

The following is a DFT calculation (the ωB97M-V functional and the def2-TZVPD basis) of a single C5H8N2 molecule at a distorted geometry.

Properties
Multiplicity = 1
Charge = 0
Lowest unoccupied orbital energy = 0.0356 Eh
SMILES = C[C@H]1CN[C@H]1C#N

Element x y z (Å)
C (-1.10185, 1.29242, 0.25345)
C (-0.62152, -0.13910, 0.41827)
C (-0.47003, -1.03599, -0.82847)
N (0.77241, -1.58234, -0.25039)
C (0.89143, -0.42547, 0.64918)
C (1.75976, 0.65949, 0.15475)
N (2.44350, 1.50320, -0.24690)
H (-0.78543, 1.70802, -0.70895)
H (-2.19423, 1.34371, 0.30383)
H (-0.69915, 1.94086, 1.03892)
H (-1.18413, -0.66022, 1.19842)
H (-0.31349, -0.42781, -1.73223)
H (-1.24451, -1.78353, -1.02636)
H (1.54563, -1.71792, -0.89394)
H (1.20161, -0.67532, 1.67042)

Cartesian forces, eV/Å:
0.0 0.0 0.0
-0.1 0.1 0.0
-0.3 0.0 -0.2
0.2 -0.1 -0.2
0.1 0.1 0.2
0.6 0.7 -0.4
-0.7 -0.8 0.4
0.0 0.0 0.2
0.2 0.0 0.0
-0.1 -0.1 -0.1
0.1 0.1 -0.1
0.0 -0.1 0.1
0.1 0.1 0.0
-0.1 0.0 0.1
0.0 0.1 -0.2

E for the records above, in order: -41430.0567, -109702.7648, -8293.6884 eV